*w*
The following is a quantum chemistry calculation of one molecule with the formula C9H12N2O2, from OMol25.

XYZ file:
```
25
Properties=species:S:1:pos:R:3
C -0.6307 -4.4027 1.0268
O -0.7966 -3.4002 0.0286
C -0.3072 -2.1461 0.1642
C -0.4274 -1.3593 -1.0196
C -0.0193 -0.0399 -1.0041
C 0.6043 0.5383 0.1634
N 1.1977 1.8189 0.2166
C 0.5313 2.6954 -0.4100
C 1.1639 3.8294 -1.1952
N -0.8838 2.6803 -0.5847
O -1.6693 2.2548 0.5209
C 0.7727 -0.2997 1.2770
C 0.3453 -1.6398 1.2854
H 0.4268 -4.5039 1.1776
H -1.0317 -5.3381 0.6496
H -1.1060 -4.1643 1.9908
H -0.8291 -1.8970 -1.8921
H 0.0840 0.5485 -1.9187
H 2.1909 3.8298 -0.9565
H 1.0236 3.5456 -2.2889
H 0.5249 4.6884 -0.9722
H -1.2799 3.6109 -0.7515
H -1.8070 1.3078 0.3079
H 1.3808 0.1407 2.0385
H 0.5420 -2.2978 2.1460
```

The calculation puts the molecular weight at 180.207 g mol⁻¹. As for the structure (SMILES): COc1ccc(/N=C(/C)NO)cc1. As for the total charge: 0.

*x*
The following is a quantum chemistry calculation of one molecule with the formula C9H12N2O2, from OMol25.

XYZ file:
```
25
Properties=species:S:1:pos:R:3
C 2.4163 -0.8590 -2.8966
C 1.5924 -1.3564 -1.6127
C 2.5564 -0.9267 -0.4335
C 0.2975 -0.4735 -1.5441
O -0.2471 -0.4058 -0.2060
C -1.1911 0.5485 -0.0670
O -1.4857 1.2442 -1.0071
C -1.7166 0.8031 1.1953
C -2.4503 1.9114 1.4513
N -3.1095 2.0452 2.6799
C -2.9044 1.1062 3.6034
C -1.9392 0.0829 3.3581
N -1.4528 -0.1101 2.1413
H 2.6486 0.1908 -2.8573
H 3.2327 -1.4410 -3.1949
H 1.8046 -0.8157 -3.7575
H 1.3050 -2.4402 -1.6859
H 2.7448 0.2375 -0.6455
H 3.4799 -1.6154 -0.3992
H 1.9868 -0.8809 0.6186
H 0.6370 0.5187 -1.7347
H -0.5037 -0.7771 -2.2167
H -2.5494 2.8595 0.6657
H -3.4721 1.2047 4.4743
H -1.6802 -0.6510 4.0708
```

The calculation puts the molecular weight at 180.207 g mol⁻¹. As for the structure (SMILES): CC(C)COC(=O)c1cnccn1. As for the total charge: 0.

Result of the stability comparison: *w* is the least stable of them.

*w*
The following is a quantum chemistry calculation of a 2-piece molecular cluster, C5H14 overall, from OMol25.

XYZ file:
```
19
Properties=species:S:1:pos:R:3
C -0.7032 1.2027 -1.2665
C -2.1693 1.5716 -1.5396
C -0.3110 1.7069 0.0845
H -0.1741 1.4147 -2.2206
H -0.6406 0.0851 -1.3620
H -2.8439 1.4016 -0.6946
H -2.0527 2.6792 -1.7004
H 0.8210 1.9101 0.0070
H -0.5420 1.0159 0.8867
H -2.6182 0.9732 -2.3249
H -0.7130 2.7055 0.2146
C 0.8514 -1.7110 0.9511
C 2.0666 -2.3312 1.5675
H 1.0649 -1.2970 -0.0445
H 0.1792 -2.5299 0.7167
H 0.4560 -1.0019 1.6503
H 1.9268 -2.8145 2.5510
H 2.9962 -1.7778 1.5508
H 2.4060 -3.2032 0.9730
```

As for the expectation value of S²: 0.750. The calculation puts the molecular weight at 74.167 g mol⁻¹. The spin multiplicity is 2. As for the total charge: -1.

*x*
The following is a quantum chemistry calculation of a 2-piece molecular cluster, C5H14 overall, from OMol25.

XYZ file:
```
19
Properties=species:S:1:pos:R:3
C 1.8109 -1.1318 -1.0170
C 2.8440 -0.1930 -1.6669
H 1.3718 -1.9921 -1.5213
H 2.2627 -1.3905 0.0791
H 0.9286 -0.4501 -0.9695
H 2.4831 0.8895 -1.5317
H 2.8681 -0.3431 -2.7054
H 3.7641 -0.4461 -0.9991
C -1.9843 0.1280 0.6606
C -1.4116 -0.2514 2.0858
C -1.6493 1.5493 -0.0039
H -3.0589 -0.0792 0.6943
H -1.5574 -0.7091 -0.0074
H -1.9576 -0.0292 2.9610
H -1.4163 -1.4072 2.2006
H -2.5036 2.2769 0.1992
H -1.6066 1.4288 -1.1244
H -0.4445 0.0914 2.3867
H -0.7434 2.0589 0.2792
```

As for the expectation value of S²: 0.750. The calculation puts the molecular weight at 74.167 g mol⁻¹. The spin multiplicity is 2. As for the total charge: -1.

*y*
The following is a quantum chemistry calculation of a 2-piece molecular cluster, C5H14 overall, from OMol25.

XYZ file:
```
19
Properties=species:S:1:pos:R:3
C -0.5259 1.3084 1.4435
C -0.7230 0.0316 2.2842
C -1.1240 1.1136 0.0221
H -1.1421 2.1195 1.8403
H 0.5389 1.4472 1.2859
H -1.0562 0.2034 3.3105
H 0.2597 -0.4482 2.4886
H -2.1490 1.4867 0.0257
H -0.3987 1.4976 -0.7324
H -1.3510 -0.6374 1.7157
H -1.2068 0.0573 -0.3824
C 1.2270 -1.2033 -0.9410
C 0.9244 -0.8032 -2.3916
H 2.2655 -1.0360 -0.6858
H 0.7572 -0.5459 -0.2151
H 0.9735 -2.2428 -0.7391
H 0.0055 -1.3993 -2.5858
H 1.6305 -1.1918 -3.1124
H 1.0945 0.2425 -2.6308
```

As for the expectation value of S²: 0.750. The calculation puts the molecular weight at 74.167 g mol⁻¹. The spin multiplicity is 2. As for the total charge: -1.

*z*
The following is a quantum chemistry calculation of a 2-piece molecular cluster, C5H14 overall, from OMol25.

XYZ file:
```
19
Properties=species:S:1:pos:R:3
C -0.6475 1.0422 1.5123
C -0.9301 2.3048 2.2128
H -0.3835 0.1627 2.1119
H 0.1837 1.0832 0.8332
H -1.5411 0.7097 0.9646
H -1.7977 2.2182 2.9908
H 0.0165 2.6326 2.7198
H -1.1609 3.1751 1.5191
C 0.3470 -0.6048 -1.2242
C -0.3092 -1.7320 -2.1113
C 1.5946 -1.0817 -0.5158
H 0.5350 0.3527 -1.7967
H -0.3981 -0.4850 -0.2990
H -1.2894 -2.0984 -1.9168
H 1.6944 -2.1382 -0.2195
H 1.6352 -0.5742 0.5140
H 2.4875 -0.8552 -1.1681
H -0.6600 -1.2675 -3.0689
H 0.3499 -2.4861 -2.4278
```

As for the expectation value of S²: 0.750. The calculation puts the molecular weight at 74.167 g mol⁻¹. The spin multiplicity is 2. As for the total charge: -1.

Result of the stability comparison: *x* is the least stable of them.

*w*
The following is a quantum chemistry calculation of a 2-piece molecular cluster, C9H16N overall, from OMol25.

XYZ file:
```
26
Properties=species:S:1:pos:R:3
C 0.4839 -3.3512 -0.0764
C -1.3897 -0.4747 1.6415
C -2.0691 0.1096 0.5604
C -0.6311 -1.6174 1.4667
C -0.4064 -2.1617 0.1950
C -1.8884 -0.4414 -0.6913
C -1.1192 -1.5903 -0.8561
H -1.6087 -0.0738 2.6239
H -2.5867 1.0293 0.8294
H -0.2382 -2.1121 2.3376
H -2.3885 -0.0643 -1.5898
H -0.1338 -4.0916 -0.5748
H 0.8615 -3.8108 0.8282
H -1.0081 -1.9731 -1.8611
H 1.2733 -3.0917 -0.7925
C 1.4134 2.2892 0.1763
C 1.2087 3.3210 -0.9004
N 0.9131 0.9280 -0.2384
H 2.4683 2.1295 0.3550
H 1.0012 2.4706 1.1613
H 2.0116 4.0540 -0.8077
H 0.3113 3.9392 -0.8262
H -0.0654 0.9144 -0.5646
H 1.4494 0.4761 -0.9778
H 0.8609 0.2203 0.5159
H 1.2768 2.9729 -1.9338
```

The calculation puts the molecular weight at 138.234 g mol⁻¹. As for the total charge: +1.

*x*
The following is a quantum chemistry calculation of a 2-piece molecular cluster, C9H16N overall, from OMol25.

XYZ file:
```
26
Properties=species:S:1:pos:R:3
C 1.8543 -2.1360 -0.9328
C 2.9242 -2.7327 -0.5778
C 0.6792 -1.6587 -0.8693
C -1.6820 1.6956 0.1205
C 0.6451 2.8815 0.4897
C 0.1110 0.0550 2.0182
C -0.3095 -0.7918 -0.4416
C -0.1594 1.7224 -0.0051
C 0.3692 0.3514 0.5113
N -0.0949 -3.6344 -1.8308
H -1.8899 1.5259 1.2457
H -1.9286 2.7926 -0.1635
H -2.1725 1.0464 -0.5925
H 0.2894 3.3189 1.3533
H 1.6792 2.7973 0.3975
H 0.4853 3.7138 -0.2641
H 0.5723 -0.9459 2.2129
H 0.6557 0.7964 2.6759
H -0.8722 0.0896 2.3574
H -1.2112 -1.1302 0.1492
H -0.6776 -0.2163 -1.2626
H 0.1507 1.7247 -1.0495
H 1.4627 0.4932 0.2581
H -0.7918 -3.9647 -1.1478
H 0.5923 -4.4800 -2.0228
H -0.6810 -3.3139 -2.6292
```

The calculation puts the molecular weight at 138.234 g mol⁻¹. As for the total charge: +1.

Result of the stability comparison: *x* is the least stable of them.

*w*
The following is a quantum chemistry calculation of C27H39FN8O7PtSi as an isolated structure, from OMol25.

XYZ file:
```
84
Properties=species:S:1:pos:R:3
Pt 2.3446 -1.5471 -1.1891
C -4.2281 3.3516 -2.3704
C -2.8592 3.6894 -1.8036
N -2.1728 2.5102 -1.2590
C -1.2990 1.8576 -2.0447
C -0.6160 0.7169 -1.7208
C 0.3087 0.2382 -2.8132
O 0.2871 0.8039 -3.8911
O 1.1300 -0.7698 -2.6417
C -0.8655 0.1050 -0.4366
O -0.3842 -0.9524 -0.0354
C -1.8022 0.8538 0.4310
C -2.0569 0.3686 1.7119
C -2.9204 1.0219 2.5437
F -3.0928 0.5403 3.7936
C -3.6105 2.1763 2.1429
C -3.3655 2.6487 0.8621
C -2.4490 2.0195 0.0111
N -4.5476 2.8479 2.9610
C -5.1025 2.2168 4.1556
C -6.2402 3.0979 4.6846
N -6.8313 3.8512 3.5284
C -5.8544 4.8812 3.0075
C -4.4470 4.2902 3.1189
H -4.7020 4.2494 -2.7664
H -4.8820 2.9217 -1.6104
H -4.1382 2.6307 -3.1827
H -2.9185 4.4460 -1.0218
H -2.2120 4.1009 -2.5753
H -1.1259 2.2903 -3.0209
H -1.5440 -0.5220 2.0497
H -3.9267 3.5018 0.5098
H -4.3785 2.0833 4.9630
H -5.4874 1.2336 3.8882
H -5.8974 3.8503 5.3920
H -7.0198 2.5063 5.1580
H -7.7120 4.2943 3.7898
H -7.0306 3.1870 2.7785
H -5.9768 5.7844 3.6022
H -6.1358 5.0877 1.9770
H -3.9944 4.5491 4.0835
H -3.8131 4.7242 2.3518
C -0.4564 -3.8114 -1.3852
C 0.6613 -4.0995 -0.4432
C 0.7418 -5.2432 0.3231
C 1.8738 -5.4829 1.1084
C 2.9465 -4.6177 1.1248
C 2.8322 -3.4703 0.3385
N 1.6955 -3.2465 -0.3589
N 3.6578 -2.4377 0.0427
Si 5.1618 -1.8869 0.8293
C 6.2169 -1.0838 -0.4779
C 4.7279 -0.7163 2.2105
C 6.0417 -3.3929 1.4862
H -1.1111 -4.6762 -1.4540
H -0.0602 -3.5819 -2.3759
H -1.0226 -2.9441 -1.0497
H -0.0684 -5.9561 0.2893
H 1.9187 -6.3877 1.7007
H 3.8367 -4.8180 1.6967
H 5.6656 -0.4622 -1.1833
H 6.7590 -1.8429 -1.0457
H 6.9598 -0.4469 0.0081
H 4.0735 0.0926 1.8808
H 5.6247 -0.2640 2.6383
H 4.2100 -1.2488 3.0115
H 6.0600 -4.2138 0.7675
H 5.6316 -3.7542 2.4298
H 7.0794 -3.1090 1.6815
O 2.0857 -0.0187 0.1525
N 2.8488 0.8010 -0.5021
O 3.0599 1.9078 -0.1734
O 3.3456 0.2377 -1.5534
C 3.8189 -0.8834 -5.5087
N 3.1542 -1.3293 -4.2917
C 3.3878 -2.4927 -3.7137
N 4.2415 -3.3671 -4.2535
O 2.8044 -2.8574 -2.6227
H 3.4759 0.1220 -5.7302
H 3.5710 -1.5219 -6.3591
H 4.8989 -0.8552 -5.3656
H 2.3115 -0.8454 -3.9883
H 4.5448 -3.2811 -5.2082
H 4.3632 -4.2507 -3.7879
```

The calculation puts the molecular weight at 829.820 g mol⁻¹. As for the total charge: +2.

*x*
The following is a quantum chemistry calculation of C27H39FN8O7PtSi as an isolated structure, from OMol25.

XYZ file:
```
84
Properties=species:S:1:pos:R:3
Pt -0.9498 2.0727 -1.3122
C 2.3194 0.7576 5.2141
C 3.1777 0.6775 3.9635
N 2.3624 0.5747 2.7367
C 2.0935 1.6907 2.0597
C 1.3229 1.7558 0.9222
C 1.2306 3.1330 0.3111
O 1.8745 4.0293 0.8002
O 0.4834 3.3383 -0.7488
C 0.7846 0.5689 0.4127
O 0.1137 0.4689 -0.6787
C 1.0639 -0.6499 1.1361
C 0.5426 -1.8722 0.6913
C 0.8008 -3.0193 1.3753
F 0.3066 -4.1737 0.8899
C 1.5764 -3.0378 2.5547
C 2.0736 -1.8263 3.0002
C 1.8463 -0.6334 2.2990
N 1.8368 -4.2067 3.2989
C 1.0926 -5.4446 3.0612
C 1.4561 -6.4508 4.1608
N 1.8582 -5.6877 5.3887
C 3.1761 -4.9849 5.1664
C 3.2050 -4.4854 3.7187
H 2.9573 0.8337 6.0938
H 1.6793 -0.1185 5.3246
H 1.6796 1.6390 5.1842
H 3.8671 -0.1649 3.9843
H 3.7875 1.5714 3.8543
H 2.5279 2.6111 2.4297
H -0.0481 -1.9081 -0.2133
H 2.6191 -1.8037 3.9314
H 1.3119 -5.9089 2.0971
H 0.0264 -5.2273 3.0943
H 2.3095 -7.0718 3.8960
H 0.6183 -7.0988 4.4053
H 1.9114 -6.2999 6.2032
H 1.1436 -4.9831 5.5803
H 3.9705 -5.6997 5.3717
H 3.2279 -4.1735 5.8894
H 3.6663 -5.2315 3.0618
H 3.8211 -3.5938 3.6589
C -1.9716 5.5936 -0.9715
C -1.6200 5.0315 -2.3049
C -1.5514 5.7949 -3.4515
C -1.1862 5.2130 -4.6711
C -0.8369 3.8844 -4.7651
C -0.8758 3.1471 -3.5822
N -1.3213 3.7220 -2.4290
N -0.5464 1.8715 -3.2692
Si -0.3475 0.5033 -4.3768
C 0.1352 -1.0166 -3.4153
C -1.9568 0.2166 -5.2772
C 0.9980 0.9029 -5.6014
H -2.1726 6.6575 -1.0603
H -1.1403 5.4426 -0.2805
H -2.8442 5.0998 -0.5495
H -1.7795 6.8483 -3.3878
H -1.1511 5.8303 -5.5595
H -0.5170 3.4402 -5.6948
H -0.4287 -1.1081 -2.4875
H 1.2010 -1.0159 -3.1818
H -0.0734 -1.8905 -4.0372
H -2.7453 -0.1579 -4.6202
H -1.8117 -0.5189 -6.0717
H -2.3209 1.1348 -5.7449
H 1.9015 1.2528 -5.0988
H 0.7177 1.6386 -6.3557
H 1.2515 -0.0162 -6.1371
O -1.5060 2.0845 0.6568
N -2.5794 2.6781 1.1549
O -2.7307 2.5436 2.3433
O -3.3601 3.2180 0.3937
C -3.9201 -1.4823 -2.2028
N -4.3769 -0.1079 -2.3624
C -3.5771 0.9303 -2.1340
N -4.0078 2.1754 -2.3774
O -2.3898 0.6738 -1.7372
H -4.7584 -2.1418 -2.4056
H -3.5708 -1.6522 -1.1862
H -3.1137 -1.7067 -2.9012
H -5.3223 0.0631 -2.6581
H -4.9803 2.3349 -2.5842
H -3.5375 2.9209 -1.8856
```

The calculation puts the molecular weight at 829.820 g mol⁻¹. As for the total charge: +2.

Result of the stability comparison: *w* is the least stable of them.

*w*
The following is a quantum chemistry calculation of an isolated ion of composition C4H11N2 and charge +2, from OMol25.

XYZ file:
```
17
Properties=species:S:1:pos:R:3
C -1.1351 1.8000 0.7733
C -1.2530 1.2860 -0.6157
C -0.5379 -0.1018 -0.8998
N 2.3736 -1.9990 0.3268
C 0.9720 -1.8188 0.1929
N 0.4850 -0.6250 0.1269
H -0.1306 1.7113 1.1705
H -1.3946 2.8742 0.7775
H -1.9443 1.3084 1.4437
H -0.9500 2.0847 -1.3205
H -2.2771 1.1729 -0.6057
H -0.0351 -0.0770 -1.9373
H -1.2911 -0.9352 -0.7856
H 2.7060 -2.6436 1.0182
H 2.9967 -1.5283 -0.2679
H 0.2094 -2.5730 0.0181
H 1.2060 0.0641 0.5847
```

As for the expectation value of S²: 0.766. The calculation puts the molecular weight at 87.146 g mol⁻¹. The spin multiplicity is 2. As for the total charge: +2.

*x*
The following is a quantum chemistry calculation of an isolated ion of composition C4H11N2 and charge +2, from OMol25.

XYZ file:
```
17
Properties=species:S:1:pos:R:3
C -1.8710 -1.3319 0.5429
C -0.3434 -1.2441 0.6087
C 0.2211 -0.0643 0.0027
C 0.8885 0.0666 -1.1882
N 1.4668 1.3297 -1.5262
N 0.4645 1.2104 0.8287
H -2.2264 -1.8483 -0.3217
H -2.4063 -0.3618 0.5105
H -2.0900 -1.8214 1.5134
H -0.1963 -1.2189 1.7430
H 0.1537 -2.2228 0.4546
H 0.9517 -0.6392 -2.0478
H 0.9138 1.7863 -2.2696
H 2.4359 1.3580 -1.7497
H -0.1743 1.9989 0.6368
H 0.5664 1.3057 1.8409
H 1.2452 1.6969 0.4210
```

As for the expectation value of S²: 0.754. The calculation puts the molecular weight at 87.146 g mol⁻¹. The spin multiplicity is 2. As for the total charge: +2.

Result of the stability comparison: *w* is the least stable of them.

*w*
The following is a quantum chemistry calculation of one molecule with the formula C8H13NO, from OMol25.

XYZ file:
```
23
Properties=species:S:1:pos:R:3
C 0.5066 1.1295 -0.0811
C 1.6531 -1.4069 -1.5911
C 0.8070 -1.3083 -0.4334
C 1.1464 -3.4971 0.7990
C -1.9330 2.6329 1.2150
C 0.1062 2.4477 -0.4500
C 0.1758 -2.5560 0.1317
C -1.4707 2.6812 -0.2448
N 0.4641 -0.0451 -0.1353
O 1.9829 -2.4390 -2.1532
H 2.1535 -0.4057 -1.9119
H 1.8286 -3.8609 0.1646
H 0.5808 -4.3613 1.1286
H 1.7902 -3.1577 1.7340
H -2.0498 1.5695 1.7284
H -2.8212 3.1468 1.2552
H -1.3739 3.2773 1.7959
H 0.3584 2.6324 -1.5027
H 0.6013 3.1137 0.1493
H -0.6240 -2.3213 0.8169
H -0.1890 -3.0932 -0.8395
H -2.0180 2.0748 -0.9517
H -1.6751 3.7467 -0.6242
```

The calculation puts the molecular weight at 139.198 g mol⁻¹. As for the total charge: 0.

*x*
The following is a quantum chemistry calculation of one molecule with the formula C8H13NO, from OMol25.

XYZ file:
```
23
Properties=species:S:1:pos:R:3
N 2.4776 0.1476 0.8893
C 2.0282 0.1578 -0.3677
O 3.0689 0.1345 -1.1074
C 0.8183 -0.6596 -0.7607
C -0.4690 -0.2079 -0.1177
C -0.9609 1.2098 -0.3934
C -2.4641 1.1887 -0.0688
C -2.9142 -0.2577 -0.3442
C -1.6825 -1.1029 -0.0712
C -0.9087 -0.8291 1.1910
H 1.7868 0.4023 1.5852
H 3.6450 0.1911 0.4359
H 0.7488 -0.6137 -1.8574
H 1.0299 -1.7072 -0.4938
H -0.4202 1.9776 0.1801
H -0.8011 1.4271 -1.4616
H -3.0279 1.9236 -0.6583
H -2.6257 1.4414 0.9885
H -3.1987 -0.3779 -1.4007
H -3.7817 -0.5485 0.2669
H -1.6313 -2.1105 -0.4887
H -0.2901 -1.6417 1.5760
H -1.3481 -0.1976 1.9665
```

The calculation puts the molecular weight at 139.198 g mol⁻¹. As for the structure (SMILES): NC(=O)C[C@@]12CCC[C@@H]1C2. As for the total charge: 0.

Result of the stability comparison: *w* is the least stable of them.